Entry 1:
ORCA calculation (the ωB97M-V functional and the def2-TZVPD basis) on a structure of composition C4H5ClSi in a non-equilibrium geometry.

## Properties
energy relative to the best compared isomer or geometry (same formula, charge and spin): 48.8 kcal per mole
Kohn-Sham gap: 9.682 eV
F_max: 7.38 eV/A
LUMO energy: 0.36 eV
HOMO level: -9.325 eV
net charge: 0

Positions of all 11 atoms, in Å:
1 C -0.371 0.809 -0.471
2 C -0.438 -0.763 -0.459
3 Si 1.669 -0.046 0.517
4 H -1.305 1.191 -0.885
5 H -1.427 -1.060 -0.814
6 C 0.597 1.707 -0.041
7 H 0.567 2.769 -0.075
8 Cl 3.525 -0.007 -0.267
9 H 0.350 -2.791 -0.119
10 H 1.632 -0.109 1.972
11 C 0.482 -1.737 -0.100

These are the natural (NBO) partial charges, in e, on atoms 1 to 6: number 1, C, carries -0.29; number 2, C, carries -0.30; number 3, Si, carries 1.23; number 4, H, carries 0.20; number 5, H, carries 0.20; number 6, C, carries -0.49



Entry 2:
ORCA calculation (the ωB97M-V functional and the def2-TZVPD basis) on a cluster of 2 separate species, C3H4NO3 in total in a non-equilibrium geometry.

## Properties
energy relative to the best compared isomer or geometry (same formula, charge and spin): 143.1 kcal per mole
Kohn-Sham gap: 6.433 eV
F_max: 4.52 eV/A
LUMO energy: 3.69 eV
HOMO level: -2.744 eV
net charge: -1

Positions of all 11 atoms, in Å:
1 H -1.144 3.193 -0.896
2 N 0.276 2.084 0.117
3 C 0.524 -1.459 0.709
4 H -0.048 2.056 -1.904
5 C -0.313 2.567 -0.937
6 O -0.446 -1.871 1.676
7 H 0.509 -0.378 0.257
8 O -1.329 -3.015 -0.205
9 O 1.234 1.234 -0.049
10 C -0.622 -2.360 0.499
11 H 1.359 -2.051 0.733

These are the natural (NBO) partial charges, in e, on atoms 1 to 6: number 1, H, carries 0.15; number 2, N, carries -0.11; number 3, C, carries -0.25; number 4, H, carries 0.11; number 5, C, carries -0.39; number 6, O, carries -0.47



Entry 3:
ORCA calculation (the ωB97M-V functional and the def2-TZVPD basis) on a cluster of 8 separate species, C26H58NO17 in total in a non-equilibrium geometry.

## Properties
energy relative to the best compared isomer or geometry (same formula, charge and spin): 83.3 kcal per mole
Kohn-Sham gap: 5.038 eV
F_max: 5.05 eV/A
LUMO energy: 2.08 eV
HOMO level: -2.962 eV
net charge: -1

Positions of all 102 atoms, in Å:
1 C -2.222 -1.047 4.058
2 H 2.166 -0.007 3.665
3 C 5.244 -4.321 -3.677
4 C 1.530 -2.746 0.451
5 O 1.240 -1.951 -0.661
6 O -2.808 -2.796 -1.968
7 O -1.394 1.310 2.775
8 H 0.706 1.239 -5.184
9 O 1.969 3.728 2.813
10 H -3.157 -2.850 1.489
11 H -3.590 0.032 -3.419
12 O -2.824 0.242 4.294
13 C 3.958 0.434 -0.925
14 C -4.014 1.075 -0.459
15 H -6.966 2.646 1.491
16 O 3.542 -1.547 -2.900
17 H 5.785 -5.005 -3.022
18 C 1.692 -1.989 1.727
19 H 2.468 -1.224 1.684
20 H -2.731 4.133 3.185
21 C -2.168 3.745 4.033
22 C 1.875 2.376 2.694
23 O 1.850 1.687 1.651
24 O -2.616 2.427 4.411
25 C -5.133 1.503 1.632
26 H -6.650 1.811 3.053
27 H 2.901 0.176 -0.995
28 H 3.835 3.637 0.739
29 H -1.081 -1.636 5.817
30 H -1.977 -1.627 -0.615
31 O -4.310 0.858 -1.745
32 H 0.485 0.060 4.069
33 H -7.129 0.894 1.639
34 H 1.711 5.611 1.817
35 H 2.443 2.881 -1.815
36 C -2.438 -2.343 -5.442
37 O -2.813 -2.781 -4.148
38 H 3.133 -4.459 0.745
39 C 1.438 0.560 4.245
40 H -2.825 -1.632 6.111
41 H -1.126 3.711 3.715
42 C 1.308 1.713 -3.240
43 H -1.434 -3.342 -0.484
44 H 2.003 -2.666 2.522
45 H 5.382 -2.341 -4.462
46 H -4.461 2.296 1.960
47 H -0.626 2.103 -4.440
48 H 1.133 4.175 0.996
49 H 0.583 0.637 1.045
50 O 5.700 -2.157 -2.471
51 H -2.218 4.327 4.954
52 H 3.427 5.063 -0.023
53 C -3.282 0.779 -2.688
54 H 0.729 -3.474 0.583
55 H 4.050 5.259 1.555
56 H 4.183 -4.333 -3.428
57 H 3.772 -3.020 0.323
58 H -4.221 -2.242 0.194
59 H -2.279 0.485 -2.379
60 H 1.598 0.392 5.310
61 C -2.280 -2.674 -0.644
62 H -4.740 0.651 2.186
63 H 5.285 -4.703 -4.697
64 H 0.750 3.025 -4.903
65 H -0.971 0.562 0.450
66 H -2.845 -1.486 3.280
67 H 6.882 -3.051 -4.007
68 C 0.461 2.053 -4.503
69 C -3.418 -2.939 0.434
70 H -3.742 -3.977 0.370
71 C -2.194 1.335 3.694
72 H -1.271 -0.964 3.532
73 C -6.552 1.758 1.969
74 H 0.197 -0.604 0.171
75 O -2.851 1.034 -0.030
76 H 2.296 1.595 -3.685
77 H 0.776 -1.448 1.964
78 H 2.937 -4.153 -0.766
79 C 3.400 4.610 0.968
80 C -2.013 -2.493 -3.058
81 O -5.172 1.272 0.213
82 O 0.871 0.621 -2.469
83 H -2.060 -2.922 5.262
84 H -2.299 -3.093 -6.220
85 C 1.947 4.567 1.607
86 O -0.840 -2.076 -2.983
87 H -3.257 -1.792 -5.903
88 C 4.559 -1.425 -2.227
89 C 1.518 3.011 -2.377
90 H -3.093 1.794 -3.040
91 H 4.003 1.288 -1.601
92 C 5.859 -2.906 -3.661
93 H 4.183 0.678 0.114
94 C 2.853 -3.583 0.160
95 O 4.843 -0.554 -1.303
96 H 0.723 3.152 -1.645
97 H 1.590 3.857 -3.060
98 H -1.557 -1.702 -5.395
99 N 0.004 0.383 0.257
100 O 1.609 1.926 3.958
101 C -2.054 -1.837 5.369
102 H 0.315 0.741 -0.635

These are the Mulliken partial charges, in e, on atoms 1 to 6: number 1, C, carries 1.29; number 2, H, carries 0.29; number 3, C, carries -1.07; number 4, C, carries 0.83; number 5, O, carries -0.60; number 6, O, carries -0.37



Entry 4:
ORCA calculation (the ωB97M-V functional and the def2-TZVPD basis) on an isolated molecule of C7H9N in a non-equilibrium geometry.

## Properties
energy relative to the best compared isomer or geometry (same formula, charge and spin): 199.4 kcal per mole
SMILES: C#C[C@H]1CN[C@H]2C[C@@H]21
Kohn-Sham gap: 9.140 eV
F_max: 5.80 eV/A
LUMO energy: 1.06 eV
HOMO level: -8.078 eV
net charge: 0

Positions of all 17 atoms, in Å:
1 C -1.524 -0.141 -0.014
2 C -0.233 -0.826 -0.212
3 C 0.053 1.679 0.102
4 C 3.325 -0.352 -0.332
5 N -1.244 1.165 -0.680
6 H 0.607 -0.100 1.468
7 H -1.639 -2.317 -0.892
8 H 4.318 -1.000 -0.264
9 H -2.186 0.253 1.050
10 H -1.989 1.819 -0.621
11 C -1.246 -1.764 -0.065
12 H -0.148 2.165 1.081
13 C 2.175 0.012 -0.074
14 H 0.713 2.167 -0.567
15 C 0.797 0.222 0.347
16 H -1.587 -2.088 1.025
17 H -0.191 -0.894 -1.353

These are the natural (NBO) partial charges, in e, on atoms 1 to 6: number 1, C, carries -0.10; number 2, C, carries -0.28; number 3, C, carries -0.20; number 4, C, carries -0.26; number 5, N, carries -0.63; number 6, H, carries 0.24



Entry 5:
ORCA calculation (the ωB97M-V functional and the def2-TZVPD basis) on an isolated molecule of C4H6N2O in a non-equilibrium geometry.

## Properties
energy relative to the best compared isomer or geometry (same formula, charge and spin): 31.2 kcal per mole
SMILES: [H]/N=C/OCCC#N
Kohn-Sham gap: 11.424 eV
F_max: 1.17 eV/A
LUMO energy: 0.72 eV
HOMO level: -10.703 eV
net charge: 0

Positions of all 13 atoms, in Å:
1 O 1.013 0.543 0.208
2 H -0.373 -0.690 -0.723
3 C 1.984 0.040 -0.576
4 H -1.104 1.136 1.655
5 C -1.130 0.170 1.143
6 N -3.603 -0.411 0.509
7 N 1.771 -0.598 -1.644
8 H -0.743 1.030 -0.791
9 H -0.720 -0.574 1.832
10 C -0.332 0.242 -0.154
11 H 2.955 0.278 -0.134
12 C -2.517 -0.160 0.818
13 H 2.651 -0.923 -2.045

These are the natural (NBO) partial charges, in e, on atoms 1 to 6: number 1, O, carries -0.50; number 2, H, carries 0.22; number 3, C, carries 0.41; number 4, H, carries 0.25; number 5, C, carries -0.53; number 6, N, carries -0.31



Entry 6:
ORCA calculation (the ωB97M-V functional and the def2-TZVPD basis) on a cluster of 10 separate species, C5H30N2O10 in total in a non-equilibrium geometry.

## Properties
energy relative to the best compared isomer or geometry (same formula, charge and spin): 60.6 kcal per mole
SMILES: C[C@@H](C(N)=O)N(C)C.O.O.O.O.O.O.O.O.O
Kohn-Sham gap: 8.856 eV
F_max: 3.78 eV/A
LUMO energy: 0.16 eV
HOMO level: -8.693 eV
net charge: 0

Positions of all 47 atoms, in Å:
1 H 0.169 -4.997 0.745
2 O -2.272 3.271 -0.626
3 H 1.172 5.324 0.467
4 O 1.782 0.074 -3.044
5 O -0.216 1.743 1.298
6 O 1.422 3.346 2.754
7 C -1.671 -1.199 -2.161
8 H -2.585 -1.560 -1.657
9 H 1.092 -1.543 -0.530
10 H 0.804 2.698 2.329
11 O 2.807 -1.286 0.519
12 H 2.616 0.148 -2.563
13 H 1.262 2.568 -0.620
14 H -0.357 -2.366 0.155
15 H -2.650 3.517 0.219
16 H -3.424 -3.627 -0.621
17 H -1.342 -0.801 1.534
18 H 3.387 -2.051 0.634
19 C -1.290 0.291 -0.338
20 O -3.361 -3.648 0.350
21 O 3.949 0.897 -0.981
22 O 0.070 -0.964 3.211
23 H -2.787 -2.915 0.614
24 O 0.909 4.429 0.234
25 H 0.105 -2.618 -1.526
26 H 3.257 1.558 -0.937
27 H -1.578 3.891 -0.856
28 H -2.181 0.736 1.520
29 H 1.256 3.474 3.686
30 H 2.322 -1.094 1.347
31 H 3.668 0.331 -0.242
32 H -0.161 -4.893 -0.774
33 N 0.823 1.655 -0.668
34 C -0.135 1.263 0.161
35 H -2.063 -0.333 -2.810
36 N -0.671 -0.640 -1.231
37 C 0.061 -1.849 -0.754
38 C -1.989 -0.178 1.001
39 H 1.409 -0.770 -2.779
40 H -2.127 0.724 -0.959
41 H 0.537 -0.417 2.565
42 H -0.332 -0.284 3.764
43 H -2.943 -0.762 1.004
44 H 1.055 4.028 1.125
45 H -1.134 -1.784 -2.875
46 H 0.877 1.212 -1.585
47 O 0.456 -4.595 -0.102

These are the natural (NBO) partial charges, in e, on atoms 1 to 6: number 1, H, carries 0.48; number 2, O, carries -0.96; number 3, H, carries 0.47; number 4, O, carries -0.96; number 5, O, carries -0.73; number 6, O, carries -1.01



Entry 7:
ORCA calculation (the ωB97M-V functional and the def2-TZVPD basis) on the ion C3H8NO2S with charge +1 in a non-equilibrium geometry.

## Properties
energy relative to the best compared isomer or geometry (same formula, charge and spin): 31.6 kcal per mole
SMILES: OC(O)=[NH+]CCS
Kohn-Sham gap: 9.462 eV
F_max: 5.72 eV/A
LUMO energy: -3.60 eV
HOMO level: -13.058 eV
net charge: +1

Positions of all 15 atoms, in Å:
1 H -1.671 -1.540 -0.382
2 H -0.736 2.124 -0.235
3 N -1.190 -0.589 -0.330
4 H -3.636 0.965 0.319
5 O -1.668 1.753 -0.038
6 C 1.200 -0.329 0.446
7 O -3.174 0.197 0.165
8 H 3.167 0.487 0.933
9 H 0.667 0.031 1.339
10 S 2.499 0.872 -0.068
11 H 1.661 -1.314 0.729
12 C 0.202 -0.471 -0.801
13 H 0.559 -1.095 -1.554
14 H 0.211 0.613 -1.141
15 C -1.906 0.473 -0.030

These are the natural (NBO) partial charges, in e, on atoms 1 to 6: number 1, H, carries 0.47; number 2, H, carries 0.56; number 3, N, carries -0.54; number 4, H, carries 0.52; number 5, O, carries -0.62; number 6, C, carries -0.53



Which of these has the highest HOMO level? C3H4NO3